(1)
ORCA calculation (the ωB97M-V functional and the def2-TZVPD basis) on one molecule with the formula C14H16BrN3O5 at a distorted geometry.

```
! RIJCOSX wB97M-V def2-TZVPD def2/J DEFGRID3
* xyz 0 1
C 5.75 2.09 -1.30
O 7.11 1.73 -1.24
C 7.46 0.90 -0.16
C 7.02 -0.57 -0.33
H 7.90 -1.21 -0.37
H 6.50 -0.66 -1.28
C 6.11 -1.07 0.80
N 4.84 -0.39 0.82
C 3.67 -0.96 0.55
O 3.47 -2.14 0.31
C 2.53 0.06 0.56
O 2.72 1.24 0.75
N 1.34 -0.55 0.35
N 0.17 0.09 0.31
C -0.90 -0.57 0.11
C -2.18 0.09 0.06
C -3.37 -0.60 -0.13
C -4.62 0.03 -0.18
C -4.62 1.39 -0.03
C -3.44 2.12 0.16
C -2.22 1.49 0.21
H -1.30 2.03 0.36
O -3.74 3.44 0.27
C -5.14 3.54 0.15
O -5.68 2.25 -0.04
H -5.56 3.99 1.06
H -5.39 4.17 -0.72
H -5.53 -0.53 -0.32
Br -3.39 -2.49 -0.33
H -0.88 -1.66 -0.02
H 1.39 -1.57 0.21
H 4.82 0.61 0.96
H 5.90 -2.13 0.65
H 6.61 -0.94 1.76
H 8.55 0.97 -0.11
H 7.05 1.32 0.78
H 5.42 2.59 -0.38
H 5.10 1.22 -1.48
H 5.66 2.78 -2.14
*
```

Calculated values
- LUMO: -0.11 eV
- Energy above the lowest of the compared OMol25 structures with the same formula, charge and spin: 0.000 eV
- SMILES: COCCCNC(=O)C(=O)N/N=C/c1cc2c(cc1Br)OCO2
- HOMO-LUMO gap: 8.08 eV

***

(2)
ORCA calculation (the ωB97M-V functional and the def2-TZVPD basis) on one molecule with the formula C14H16ClN3O4 at a distorted geometry.

```
! RIJCOSX wB97M-V def2-TZVPD def2/J DEFGRID3
* xyz 0 1
C -4.98 -2.02 -0.88
C -4.51 -1.30 0.38
H -5.19 -0.49 0.65
H -4.42 -2.01 1.21
O -3.24 -0.67 0.17
C -2.16 -1.44 0.31
O -2.19 -2.62 0.63
C -0.92 -0.73 0.08
C 0.34 -1.31 0.20
N 0.61 -2.61 0.46
H 1.44 -2.83 0.99
H -0.24 -3.11 0.72
N 1.26 -0.33 -0.02
C 2.65 -0.39 -0.03
C 3.37 0.76 0.27
C 4.75 0.74 0.28
C 5.42 -0.44 -0.03
C 4.71 -1.58 -0.36
C 3.33 -1.56 -0.37
H 2.79 -2.44 -0.67
H 5.24 -2.49 -0.62
Cl 7.15 -0.47 -0.01
H 5.31 1.63 0.51
H 2.83 1.67 0.49
N 0.64 0.86 -0.27
C -0.65 0.64 -0.22
O -1.58 1.57 -0.44
C -1.10 2.88 -0.70
H -0.27 2.85 -1.41
H -1.95 3.41 -1.13
C -0.64 3.58 0.59
O -0.29 4.92 0.38
H -1.05 5.40 0.04
H 0.25 3.08 0.97
H -1.44 3.49 1.35
H -5.97 -2.44 -0.71
H -5.01 -1.33 -1.71
H -4.29 -2.84 -1.12
*
```

Calculated values
- LUMO: 0.72 eV
- Energy above the lowest of the compared OMol25 structures with the same formula, charge and spin: 1.419 eV
- SMILES: CCOC(=O)c1c(OCCO)nn(-c2ccc(Cl)cc2)c1N
- HOMO-LUMO gap: 9.05 eV

***

(3)
ORCA calculation (the ωB97M-V functional and the def2-TZVPD basis) on C14H16ClN4OPdS2 as an isolated structure.

```
! RIJCOSX wB97M-V def2-TZVPD def2/J DEFGRID3
* xyz 0 2
Pd -0.51 0.11 0.40
O 1.50 -0.75 0.08
N 2.12 -1.19 1.16
C 3.43 -1.50 1.01
C 4.17 -2.05 2.03
C 3.54 -2.27 3.25
C 2.23 -1.93 3.40
C 1.48 -1.35 2.36
S -0.15 -0.86 2.57
H 3.82 -1.29 0.03
H 5.21 -2.28 1.85
H 4.09 -2.72 4.07
H 1.72 -2.08 4.34
Cl 1.24 4.77 -2.81
C 0.59 4.16 -1.32
C 0.11 5.02 -0.36
C -0.40 4.47 0.80
C -0.41 3.09 0.95
N 0.05 2.26 0.01
C 0.56 2.79 -1.09
H 0.12 6.09 -0.52
H -0.78 5.10 1.59
H -0.79 2.61 1.84
H 0.95 2.09 -1.83
C -2.91 2.83 -1.41
N -2.44 1.65 -2.10
C -2.36 1.63 -3.56
C -2.04 0.16 -3.86
N -2.45 -0.48 -2.62
C -2.57 0.39 -1.60
S -2.90 -0.05 -0.01
H -2.24 3.66 -1.61
H -2.93 2.62 -0.35
H -3.92 3.09 -1.75
H -1.59 2.31 -3.92
H -3.32 1.94 -3.99
H -0.98 0.02 -4.06
H -2.61 -0.22 -4.71
H -2.22 -1.44 -2.41
*
```

Calculated values
- LUMO (spin up / spin down): 0.35 / 0.30 eV
- Energy above the lowest of the compared OMol25 structures with the same formula, charge and spin: 0.339 eV
- Expectation value of S²: 0.7547
- HOMO-LUMO gap (spin up / spin down): 6.87 / 6.87 eV

***

(4)
ORCA calculation (the ωB97M-V functional and the def2-TZVPD basis) on C14H16ILiN5OS2Te as an isolated structure.

```
! RIJCOSX wB97M-V def2-TZVPD def2/J DEFGRID3
* xyz -1 1
Li 0.83 -0.59 -0.37
C -0.61 3.45 -0.69
C -0.38 1.97 -0.79
N 0.76 1.41 -0.88
N 1.86 2.22 -0.88
C 2.96 1.60 -1.28
N 4.09 2.36 -1.13
S 3.15 0.01 -1.91
C -1.55 1.05 -0.79
C -2.85 1.52 -0.65
C -3.91 0.62 -0.66
C -3.64 -0.73 -0.80
C -2.31 -1.11 -0.93
N -1.30 -0.26 -0.94
H 0.34 3.96 -0.71
H -1.13 3.69 0.24
H -1.23 3.81 -1.52
H 3.94 3.34 -0.96
H 4.89 2.08 -1.68
H -3.04 2.58 -0.51
H -4.92 0.97 -0.53
H -4.42 -1.47 -0.80
H -2.04 -2.16 -1.01
Te 0.00 -1.68 2.12
C 0.26 -0.68 3.96
C 1.08 -1.01 5.00
C 1.00 -0.10 6.10
C 0.12 0.91 5.88
S -0.63 0.74 4.35
H 1.73 -1.87 4.98
H 1.59 -0.19 7.01
H -0.13 1.73 6.54
N 0.95 -1.86 -3.34
C 0.68 -2.70 -2.34
O 0.74 -2.39 -1.16
C 0.27 -4.14 -2.61
I 0.13 -4.79 -4.64
H 1.42 -0.99 -3.07
H 1.01 -2.19 -4.29
H -0.71 -4.31 -2.17
H 0.99 -4.79 -2.13
*
```

Calculated values
- LUMO: 1.93 eV
- Energy above the lowest of the compared OMol25 structures with the same formula, charge and spin: 0.000 eV
- HOMO-LUMO gap: 5.19 eV

***

(5)
ORCA calculation (the ωB97M-V functional and the def2-TZVPD basis) on an isolated ion of composition C14H16IN2O3S and charge +1 at a distorted geometry.

```
! RIJCOSX wB97M-V def2-TZVPD def2/J DEFGRID3
* xyz 1 1
C 0.61 1.20 -3.68
C 0.72 1.05 -2.19
N 1.82 1.57 -1.65
C 2.08 1.53 -0.34
C 1.21 0.88 0.51
N 1.60 0.89 1.89
C 1.05 1.78 2.54
S 0.31 2.86 3.33
C 0.05 0.27 0.01
C -0.91 -0.50 0.90
O -1.86 -1.09 0.51
O -0.62 -0.51 2.23
C -0.34 -1.82 2.75
C 1.12 -2.23 2.74
C 1.33 -3.40 3.73
I 1.72 -2.90 0.79
C -0.21 0.39 -1.38
C -1.45 -0.15 -2.03
C -2.30 1.01 -2.55
C -2.67 2.06 -1.39
O -3.56 1.01 -2.19
H 1.61 1.25 -4.09
H 0.12 0.33 -4.10
H 0.08 2.11 -3.96
H 2.50 2.05 -2.23
H 2.97 1.99 0.04
H -0.66 -1.80 3.79
H -0.92 -2.60 2.26
H 1.77 -1.43 3.07
H 0.56 -3.41 4.50
H 1.34 -4.35 3.21
H 2.31 -3.28 4.19
H -1.26 -0.80 -2.89
H -2.15 -0.62 -1.37
H -2.09 1.42 -3.52
H -2.35 2.88 -2.11
H -3.56 2.63 -1.11
*
```

Calculated values
- LUMO: -4.78 eV
- SMILES: Cc1[nH+]cc(N=C=S)c(C(=O)OC[C@@H](C)I)c1C[C@@H]1CO1
- HOMO-LUMO gap: 7.12 eV

***

(6)
ORCA calculation (the ωB97M-V functional and the def2-TZVPD basis) on C14H16N2O3S2 as an isolated structure at a distorted geometry.

```
! RIJCOSX wB97M-V def2-TZVPD def2/J DEFGRID3
* xyz 0 1
C -5.76 -0.12 0.86
H -6.69 -0.43 0.64
H -5.57 1.04 0.57
C -4.86 -0.91 -0.23
N -3.51 -0.67 -0.23
C -2.90 0.03 -1.02
O -3.41 0.18 -2.01
C -1.47 0.53 -0.85
C -1.10 0.91 0.45
C 0.30 1.21 0.79
C 1.15 1.46 -0.21
C 0.69 1.01 -1.62
C -0.49 0.37 -1.87
H -0.81 0.39 -2.72
H 1.50 0.93 -2.45
N 2.47 1.59 0.14
S 3.81 0.65 -0.76
O 3.58 0.92 -2.14
O 5.11 1.32 -0.27
C 3.43 -0.83 -0.26
C 3.89 -1.53 0.62
C 3.32 -2.75 0.97
C 2.58 -3.03 -0.15
S 2.32 -1.79 -1.13
H 2.07 -3.90 -0.62
H 3.79 -3.50 1.59
H 4.64 -1.26 1.40
C 2.95 2.32 1.27
H 3.88 2.40 1.34
H 2.35 3.01 1.58
H 2.80 1.54 2.05
H 0.50 1.52 1.68
H -1.72 0.96 1.39
H -3.11 -0.77 0.79
H -5.24 -0.73 -1.23
H -4.97 -1.76 0.01
H -5.49 -0.32 1.63
*
```

Calculated values
- LUMO: 0.00 eV
- Energy above the lowest of the compared OMol25 structures with the same formula, charge and spin: 14.052 eV
- HOMO-LUMO gap: 8.03 eV